Entry from OMol25: 2 unconnected molecules or ions with the total composition C4H10O4 in a non-equilibrium geometry (the ωB97M-V functional and the def2-TZVPD basis).

XYZ file:
```
18
Properties=species:S:1:pos:R:3:forces:R:3:mulliken_charge:R:1
C 0.000000 0.000000 0.000000 0.9 0.0 -0.3 -0.655
O 0.536370 0.050260 -1.342049 -0.4 0.2 0.5 -0.385
C 0.444800 -1.159649 -2.066689 -0.7 0.1 -1.0 -0.375
C 1.513129 -2.161659 -1.717319 0.1 -0.8 1.6 -0.413
C 1.621029 -3.343789 -2.676989 -0.4 1.4 0.7 0.467
O 0.927300 -3.389769 -3.659939 0.8 -1.0 0.0 -0.534
O 2.503869 -4.272869 -2.210169 -0.6 -0.6 -1.6 -0.436
H -0.143340 1.040210 0.337670 0.2 -0.6 -0.2 0.119
H 0.753610 -0.479310 0.647260 -0.4 0.2 0.0 0.281
H -0.954790 -0.540860 0.111630 0.3 0.1 -0.4 0.360
H -0.579280 -1.547429 -1.904419 0.5 -0.3 -0.3 0.296
H 0.570390 -0.984910 -3.152569 -0.4 0.6 0.6 0.326
H 2.472909 -1.643919 -1.527009 -0.4 -0.4 -0.2 0.332
H 1.184270 -2.621499 -0.765560 0.6 0.1 -0.1 0.232
H 2.517389 -5.022088 -2.866289 0.0 0.9 0.8 0.365
O -2.645349 1.686619 0.689160 0.3 0.0 -1.1 -0.652
H -1.811439 2.066229 0.330370 -1.0 -0.4 0.3 0.346
H -3.068609 1.244980 -0.081610 0.5 0.5 0.8 0.327
```
Positions in Å, forces in eV/Å.

* relative energy (zero: lowest compared OMol25 entry of this formula, charge and spin): 1.004 eV
* total energy: -459.35189 hartree
* structure (SMILES): COCCC(=O)O.O
* highest occupied orbital energy: -0.3710 Ha

---

Entry from OMol25: a molecular structure, C41H48BClN9S2Sr (the ωB97M-V functional and the def2-TZVPD basis).

XYZ file:
```
103
Properties=species:S:1:pos:R:3:forces:R:3:lowdin_spin:R:1
Sr -0.520213 -0.304506 -0.195478 -0.2 0.1 -0.4 0.000
C -0.764409 -2.237237 -2.320784 0.1 -0.1 0.0 0.000
C -0.024363 -1.907046 -3.474193 -0.1 0.0 0.0 0.000
C -0.875901 -1.207729 -4.346006 0.0 0.0 0.1 0.000
C -2.133079 -1.083200 -3.727014 0.0 0.0 0.0 0.000
C -2.075327 -1.716657 -2.469541 0.1 0.0 0.0 0.000
H -0.387699 -2.855571 -1.511987 0.0 0.0 -0.1 0.000
H 1.014250 -2.155748 -3.650359 0.0 0.0 0.0 0.000
H -0.608743 -0.828095 -5.325238 0.0 0.0 0.0 0.000
H -3.000340 -0.586972 -4.145235 0.0 0.0 0.0 0.000
H -2.899831 -1.823843 -1.771087 0.0 0.0 0.0 0.000
C -3.646346 1.699448 -2.062857 0.0 0.0 0.0 0.000
C -3.583599 1.868299 -0.580577 0.0 0.0 0.1 0.000
C -4.177957 2.875543 0.203428 0.0 0.0 0.0 0.000
C -3.883699 2.538142 1.508375 0.0 -0.1 -0.1 0.000
C -4.210814 3.270522 2.767210 0.0 0.0 0.0 0.000
N -3.164728 1.397336 1.479906 -0.1 0.1 0.0 0.000
N -2.964630 0.987305 0.198709 0.0 0.1 0.0 0.000
B -2.744542 0.554974 2.696973 0.0 0.0 0.1 0.000
N -2.983407 -0.941630 2.414608 -0.1 -0.1 0.0 0.000
N -2.223990 -1.662873 1.547201 0.1 0.0 0.1 0.000
C -2.739684 -2.884931 1.511818 -0.1 0.0 0.1 0.000
C -2.145487 -3.980698 0.688908 0.1 0.0 0.0 0.001
C -3.861381 -2.961408 2.356230 0.0 0.0 0.0 0.000
C -3.986416 -1.701003 2.904797 0.1 0.0 0.0 0.000
C -5.026144 -1.193912 3.852263 0.0 0.1 0.0 0.000
N -1.282487 0.820956 3.105987 0.1 0.1 0.0 0.000
N -0.268786 0.734693 2.210295 0.2 -0.1 0.1 0.000
C 0.861431 0.985887 2.863975 -0.2 0.1 0.1 0.000
C 2.192864 0.976259 2.186050 0.0 0.0 -0.1 0.000
C 0.571009 1.255863 4.214764 0.0 0.0 0.0 0.000
C -0.803033 1.139420 4.325078 0.1 0.0 0.0 0.000
C -1.664882 1.308482 5.534846 0.0 0.0 -0.1 0.000
H -4.645232 1.375328 -2.369953 0.0 0.0 0.0 0.000
H -2.938670 0.943523 -2.398778 0.0 0.0 0.0 0.000
H -3.429999 2.636034 -2.580073 0.0 0.0 0.0 0.000
H -4.735863 3.736161 -0.134527 0.0 0.0 0.0 0.000
H -4.700003 4.213078 2.522682 0.0 0.0 0.0 0.000
H -3.298372 3.496543 3.324573 0.0 0.0 0.0 0.000
H -4.871217 2.690759 3.416923 0.0 0.0 0.0 0.000
H -3.438126 0.868772 3.624643 0.0 0.0 0.0 0.000
H -1.625610 -3.585043 -0.181172 0.0 0.0 0.0 0.000
H -2.924299 -4.653191 0.329007 0.0 0.0 0.0 0.000
H -1.432692 -4.570481 1.271542 0.0 0.0 0.0 0.000
H -4.499636 -3.814021 2.531910 0.0 0.0 0.0 0.000
H -5.731894 -1.992804 4.076394 0.0 0.0 0.0 0.000
H -5.578749 -0.355625 3.422684 0.0 0.0 0.0 0.000
H -4.584766 -0.849357 4.789378 0.0 0.0 0.0 0.000
H 2.157180 1.475949 1.212405 0.0 -0.1 0.0 0.000
H 2.537553 -0.044864 2.015266 0.0 0.0 0.0 0.001
H 2.936609 1.480760 2.803054 0.0 0.0 0.0 0.000
H 1.268216 1.497302 5.002121 0.0 0.0 0.0 0.000
H -1.042590 1.561250 6.392032 0.0 0.0 0.0 0.000
H -2.211821 0.391830 5.766049 0.0 0.0 0.0 0.000
H -2.400789 2.103292 5.395260 0.0 0.0 0.0 0.000
C 2.585844 -3.484938 1.746627 0.0 0.0 -0.1 0.007
C 1.512649 -2.679503 1.405420 0.0 0.1 0.0 0.118
N 1.566608 -1.855891 0.334102 0.0 -0.1 0.1 0.004
C 2.654668 -1.856564 -0.416758 0.0 0.0 0.0 0.036
C 3.800416 -2.664879 -0.186939 -0.2 0.0 0.1 0.051
C 3.731457 -3.480896 0.970613 0.0 0.0 0.0 0.105
C 4.933985 -2.523291 -1.033534 0.1 0.1 -0.1 0.176
C 6.099954 -3.280312 -1.105680 0.0 0.0 0.0 0.107
C 6.329929 -4.632771 -0.776705 0.1 -0.1 0.0 0.106
C 5.307666 -5.611152 -0.593515 -0.1 0.0 0.0 0.054
C 5.675932 -6.897861 -0.315567 0.0 0.1 0.0 0.022
N 6.958294 -7.310927 -0.209156 0.0 0.0 0.0 0.097
C 7.846228 -6.338505 -0.449693 0.0 0.0 0.0 0.007
N 7.635788 -5.070761 -0.729382 0.0 0.0 0.0 0.071
H 2.529200 -4.105983 2.631771 0.0 0.0 0.0 -0.003
H 0.600398 -2.648380 1.994985 0.1 0.0 0.0 0.008
H 2.655671 -1.164439 -1.259034 0.0 -0.1 0.1 0.001
H 4.585372 -4.078718 1.264687 -0.1 0.1 0.0 0.011
H 4.921414 -1.616843 -1.634914 0.0 0.0 0.0 0.009
H 6.963032 -2.795884 -1.553153 0.0 0.0 0.0 0.004
H 4.262448 -5.351329 -0.710113 0.1 0.0 0.0 0.008
H 4.915402 -7.661748 -0.178493 0.0 0.0 0.0 0.000
H 8.892837 -6.644027 -0.409408 0.0 0.0 0.0 -0.002
S 2.194135 2.276706 -1.519424 -0.1 0.0 0.0 0.000
C 0.666034 1.668294 -1.661451 0.0 0.1 -0.1 0.000
C 0.679861 4.354535 1.914717 0.1 0.0 -0.1 0.000
S -0.849696 3.988182 1.039234 -0.1 0.0 0.1 0.000
C -0.717929 5.213660 -0.273813 0.2 0.0 0.0 0.000
H 1.534791 4.230083 1.245458 0.0 0.0 0.0 0.000
H 0.769236 3.637515 2.733071 -0.1 0.0 -0.1 0.000
H 0.668367 5.366887 2.324812 0.0 0.0 0.0 0.000
H -0.823102 6.232934 0.106038 0.0 0.0 0.0 0.000
H -1.509983 5.019138 -0.997578 0.0 0.0 0.1 0.000
H 0.249692 5.103881 -0.775230 -0.1 0.0 0.1 0.000
Cl 2.143260 5.201439 -7.450501 0.0 0.0 0.0 0.000
C 1.458997 4.321218 -6.096822 0.0 0.0 0.0 0.000
C 1.258957 4.977643 -4.895481 0.0 0.0 0.0 0.000
C 0.711860 4.275535 -3.830170 0.0 0.0 0.0 0.000
C 0.352691 2.934284 -3.952868 0.0 0.0 0.0 0.000
C -0.227462 2.152049 -2.807991 0.1 -0.1 0.0 0.000
C 0.578041 2.305002 -5.174363 0.0 0.0 0.0 0.000
C 1.129727 2.987159 -6.251263 0.0 0.0 0.0 0.000
H 1.535945 6.019311 -4.794506 0.0 0.0 0.0 0.000
H 0.564202 4.779254 -2.882728 0.0 0.0 -0.1 0.000
H -0.719525 1.259088 -3.214347 0.0 0.0 0.0 0.000
H -1.031652 2.721546 -2.321351 0.1 0.0 0.0 0.000
H 0.320189 1.255365 -5.274760 0.0 0.1 0.0 0.000
H 1.301304 2.489625 -7.197326 0.0 0.0 0.0 0.000
```
Positions in Å, forces in eV/Å.

* relative energy (zero: lowest compared OMol25 entry of this formula, charge and spin): 0.000 eV
* spin multiplicity: 2
* total energy: -3396.26317 hartree
* net charge: -2
* highest occupied orbital energy (alpha / beta): -0.0183 / -0.0667 Ha

---

Entry from OMol25: 2 unconnected molecules or ions with the total composition C5H6Cl2OS in a non-equilibrium geometry (the ωB97M-V functional and the def2-TZVPD basis).

XYZ file:
```
15
Properties=species:S:1:pos:R:3:forces:R:3:mulliken_charge:R:1
C -0.390519 1.048041 1.382505 -1.5 0.7 1.7 -0.991
C -0.880280 0.218855 0.243639 1.2 -0.5 0.3 0.329
C -1.433846 0.748982 -1.030569 -0.8 2.4 1.9 -1.199
C -0.659128 -1.065705 0.299090 -0.5 0.8 0.3 0.500
O -0.575339 -2.210244 0.408766 0.3 -1.4 0.0 -0.396
H -1.091684 2.004654 1.401807 1.3 -2.0 0.7 0.271
H -0.301861 0.405349 2.378284 -0.6 1.7 -1.9 0.272
H 0.598718 1.428217 1.211836 0.5 0.3 -0.1 0.247
H -2.436508 1.129830 -0.666042 0.6 -0.4 -1.4 0.296
H -0.885173 1.638688 -1.431701 -0.2 -0.9 0.2 0.246
H -1.432835 -0.084501 -1.667661 -0.7 -0.5 -1.6 0.416
S 2.331023 0.333214 -0.273333 0.4 -1.2 -0.7 -0.131
C 2.385929 -1.247921 -0.663131 0.2 1.6 1.9 0.295
Cl 1.991825 -1.910380 -2.135138 -0.2 -0.5 -1.1 -0.066
Cl 2.779678 -2.437078 0.541648 0.1 0.0 -0.3 -0.089
```
Positions in Å, forces in eV/Å.

* relative energy (zero: lowest compared OMol25 entry of this formula, charge and spin): 0.000 eV
* total energy: -1587.84414 hartree
* structure (SMILES): CC(C)=C=O.S=C(Cl)Cl
* highest occupied orbital energy: -0.3034 Ha

---

Entry from OMol25: a molecular structure, C17H34O2P2Pd in a non-equilibrium geometry (the ωB97M-V functional and the def2-TZVPD basis).

XYZ file:
```
56
Properties=species:S:1:pos:R:3:forces:R:3:lowdin_spin:R:1
P 2.974736 -0.040222 -1.824236 0.7 0.0 0.2 0.000
P 0.222422 -0.685045 -3.311584 -0.5 -0.1 -0.5 0.000
C 3.046001 -0.754824 -3.545799 0.0 -0.1 0.1 0.000
C 1.763231 -0.494424 -4.345791 -0.1 0.1 0.0 0.000
H 3.201765 -1.835821 -3.440396 0.0 0.1 0.1 0.000
H 3.922427 -0.349908 -4.070471 -0.1 -0.2 0.1 0.000
H 1.769854 0.533734 -4.728560 -0.1 -0.1 0.1 0.000
H 1.702019 -1.164331 -5.214577 0.0 0.2 0.1 0.000
C -0.227289 -2.430250 -3.758220 0.0 0.1 0.0 0.000
H -1.229552 -2.652705 -3.378048 0.1 0.0 0.0 0.000
H 0.469880 -3.127593 -3.283829 -0.1 0.1 0.0 0.000
H -0.214206 -2.594058 -4.843099 0.0 0.0 0.2 0.000
C -0.967773 0.206676 -4.422252 0.1 -0.1 0.0 0.000
H -0.916447 -0.153585 -5.457225 0.0 0.1 0.1 0.000
H -0.746398 1.278635 -4.407970 0.0 -0.1 0.0 0.000
H -1.987953 0.069365 -4.049607 0.1 0.0 0.0 0.000
C 4.378310 -0.993228 -1.071299 0.0 0.1 -0.1 0.000
H 4.598004 -0.594454 -0.075697 0.0 0.0 -0.1 0.000
H 5.287724 -0.941852 -1.682725 -0.1 0.0 0.1 0.000
H 4.086454 -2.041947 -0.956213 0.0 0.1 0.0 0.000
C 3.854264 1.566642 -2.127473 0.0 -0.1 0.0 0.000
H 3.209115 2.242666 -2.696729 0.1 -0.1 0.0 0.000
H 4.794631 1.424283 -2.674818 -0.1 0.0 0.1 0.000
H 4.071920 2.045309 -1.167211 0.0 -0.1 -0.1 0.000
Pd -1.667643 0.349617 3.088351 -0.6 0.0 0.6 0.589
C -2.235717 0.596987 0.948930 -0.2 -0.2 -0.9 0.122
C -2.048127 -0.764249 1.165942 -0.1 0.8 -0.2 0.002
C -0.815789 -1.550588 0.749739 0.2 0.0 0.1 0.003
C 0.247809 -1.658895 1.869667 -0.1 0.0 -0.1 0.034
C 0.391995 -0.408587 2.708676 1.1 -0.5 -0.2 0.176
C 0.349638 0.902291 2.245265 -0.2 -0.3 0.4 0.040
C 0.227745 1.305797 0.785105 -0.2 0.0 -0.1 0.004
C -1.233987 1.551727 0.338310 0.2 0.0 0.0 0.032
C -1.197623 0.826052 5.055063 0.5 0.8 0.6 0.238
H -3.256359 0.972064 0.992874 0.0 -0.1 0.0 0.012
H -2.932956 -1.353342 1.395357 0.1 0.1 0.0 0.002
H -0.379249 -1.104242 -0.147910 -0.1 0.0 0.1 0.000
H -1.125949 -2.562563 0.469306 0.0 0.1 0.0 0.001
H -0.034327 -2.473329 2.545581 0.0 0.1 -0.1 0.002
H 1.218957 -1.939614 1.434091 -0.1 0.0 -0.1 0.014
H 0.796860 -0.571243 3.705857 -0.1 0.1 -0.1 0.010
H 0.695556 1.677127 2.925422 0.0 -0.1 0.0 0.004
H 0.696612 0.546950 0.152608 0.0 0.1 0.1 0.000
H 0.796273 2.228546 0.629434 0.0 -0.1 0.0 0.001
H -1.527303 2.564461 0.635000 0.0 -0.1 -0.1 0.004
H -1.297552 1.519575 -0.760191 0.1 0.0 0.1 0.011
H -1.881135 1.581978 5.454870 0.1 0.1 0.0 0.037
H -0.167069 1.192325 5.148219 -0.2 0.0 0.1 0.018
H -1.301143 -0.077934 5.669098 0.0 0.0 -0.4 0.017
C -4.403192 2.006172 3.909585 0.6 2.1 -0.1 0.021
O -4.553334 0.639995 3.958436 -0.4 -2.2 0.2 0.088
C -3.541416 -0.239302 3.780055 -1.0 -1.9 0.3 0.262
O -3.747612 -1.427565 3.960908 0.4 1.8 -0.2 0.240
H -5.402434 2.479237 4.001843 0.5 -0.5 -0.1 0.003
H -3.938244 2.319033 2.953003 -0.2 0.0 0.5 0.010
H -3.796425 2.358456 4.765335 -0.2 0.0 -0.5 0.002
```
Positions in Å, forces in eV/Å.

* relative energy (zero: lowest compared OMol25 entry of this formula, charge and spin): 0.000 eV
* spin multiplicity: 3
* total energy: -1629.01521 hartree
* highest occupied orbital energy (alpha / beta): -0.1716 / -0.2903 Ha

---

> total energy of number 2 (C41H48BClN9S2Sr)?

-3396.26317 hartree